1.
# C3H9IN3

An isolated ion of composition C3H9IN3 and charge +1 (ωB97M-V/def2-TZVPD, the OMol25 dataset).

Each line ends with the natural charge from an NBO analysis.
Geometry (Å):
N (-0.22382, 1.78865, 0.02620)  -0.703
C (0.68286, 0.65567, 0.51176)  0.059
C (-0.03457, -0.67832, 0.92919)  -0.437
C (-0.33131, -1.34422, -0.49727)  -0.258
N (0.68346, -0.82165, -1.36423)  -0.489
N (1.53776, 0.25319, -0.64425)  -0.448
I (3.40779, -0.35776, 0.15455)  0.318
H (-1.00455, 2.07124, 0.63977)  0.457
H (0.38002, 2.54689, -0.26639)  0.454
H (-0.52530, 1.41628, -0.88929)  0.456
H (1.30279, 1.10003, 1.30991)  0.246
H (-0.98087, -0.38626, 1.35948)  0.225
H (0.69329, -1.18433, 1.68258)  0.275
H (-0.30996, -2.38176, -0.35303)  0.229
H (-1.28029, -1.11669, -0.95948)  0.203
H (1.27458, -1.41877, -1.96537)  0.414

* SMILES: [NH3+][C@H]1CCNN1I
* electronic energy: -15818.7831 eV
* gap between HOMO and LUMO: 8.39 eV
* LUMO level: -4.2 eV
* energy above the lowest of the compared OMol25 structures with the same formula, charge and spin: 51.22 kcal/mol
* total charge: +1
* HOMO level: -0.4642 Eh


2.
# C37H31F5N4O2STi

C37H31F5N4O2STi as an isolated structure (ωB97M-V/def2-TZVPD, the OMol25 dataset).

Each line ends with the Löwdin spin population.
Geometry (Å):
Ti (-0.77905, -0.95977, -0.09184)  0.450
O (-1.10113, 0.38815, 1.08968)  0.058
C (-2.02833, 1.32886, 1.03757)  0.070
C (-1.80446, 2.58531, 1.60509)  0.011
C (-2.74003, 3.60802, 1.52463)  0.107
C (-3.96926, 3.38450, 0.90628)  0.004
C (-4.26315, 2.13065, 0.41175)  0.095
C (-3.33055, 1.07127, 0.47042)  0.038
C (-3.69046, -0.26483, 0.16787)  0.282
N (-2.78425, -1.25128, 0.07987)  0.206
C (-3.11949, -2.57387, 0.53172)  0.018
C (-2.07627, -2.87345, 1.62853)  0.012
N (-0.78494, -2.58714, 1.03900)  0.054
C (0.16889, -3.51023, 1.10609)  0.243
C (1.42245, -3.42251, 0.44460)  0.021
C (2.34238, -4.48832, 0.48822)  0.062
C (3.52492, -4.46143, -0.21821)  -0.005
C (3.84968, -3.34314, -0.98576)  0.079
C (2.98289, -2.26248, -1.02458)  -0.006
C (1.77427, -2.26936, -0.32538)  0.057
O (0.97444, -1.22440, -0.37433)  0.022
H (-0.85914, 2.74523, 2.11001)  -0.002
H (-2.50920, 4.58328, 1.93863)  0.009
H (-4.69607, 4.18741, 0.83728)  -0.003
H (-5.24115, 1.93112, -0.01696)  0.006
H (-4.75484, -0.51528, 0.12250)  0.024
H (-2.99797, -3.30947, -0.27238)  0.004
H (-4.14402, -2.64161, 0.92157)  0.002
H (-2.14779, -3.90850, 1.99277)  0.004
H (-2.25786, -2.19504, 2.46997)  0.002
H (-0.02563, -4.41661, 1.68052)  0.016
H (2.09510, -5.35681, 1.09013)  0.002
H (4.19951, -5.30939, -0.18245)  -0.003
H (4.78094, -3.31129, -1.53921)  0.007
H (3.21602, -1.37970, -1.60917)  -0.002
C (-2.06439, 2.80546, -4.70113)  0.000
C (-2.49101, 2.51724, -3.25586)  0.001
C (-1.44053, 2.99788, -2.27775)  0.001
C (-1.40088, 4.37073, -2.06106)  0.000
C (-0.47774, 4.94691, -1.21352)  0.002
C (0.45564, 4.13086, -0.59997)  -0.001
C (0.46719, 2.75894, -0.79798)  0.001
C (1.58185, 1.96700, -0.16293)  0.001
C (2.96781, 2.48613, -0.55965)  0.000
C (-0.53055, 2.15344, -1.60501)  0.001
N (-0.64736, 0.74864, -1.68242)  0.005
C (-0.76082, 0.17443, -2.84190)  0.004
C (-1.06768, -1.20196, -2.96246)  0.004
C (-1.40291, -1.97667, -4.08526)  0.006
C (-1.60489, -3.27112, -3.61301)  0.001
C (-1.37186, -3.22721, -2.23324)  0.011
N (-1.07245, -1.98546, -1.83594)  0.011
H (-2.80143, 2.43134, -5.41655)  0.000
H (-1.10238, 2.33924, -4.92170)  0.000
H (-1.94812, 3.87940, -4.85467)  0.000
H (-2.69130, 1.45479, -3.12989)  0.001
H (-3.42381, 3.04974, -3.05468)  0.000
H (-2.12811, 4.99660, -2.56975)  0.000
H (-0.48343, 6.01433, -1.02693)  0.000
H (1.19023, 4.56768, 0.06667)  0.000
H (1.51191, 0.93091, -0.45338)  0.000
H (1.48699, 1.99640, 0.92585)  0.000
H (3.09992, 2.44504, -1.64456)  0.000
H (3.73384, 1.86579, -0.09167)  0.000
H (3.12357, 3.51665, -0.23536)  0.000
H (-0.55355, 0.72733, -3.75900)  0.000
H (-1.51839, -1.63010, -5.10213)  0.000
H (-1.87769, -4.14306, -4.18791)  0.000
H (-1.35093, -4.05666, -1.54222)  0.002
F (6.32317, -1.19717, 6.28930)  0.000
C (5.17075, -1.05571, 5.59385)  0.000
C (4.73980, 0.18989, 5.17221)  0.000
F (5.48403, 1.27332, 5.48218)  0.000
C (3.56994, 0.32468, 4.45834)  0.000
F (3.21700, 1.56974, 4.09752)  0.000
C (2.72424, -0.76005, 4.11950)  0.000
S (1.25197, -0.57893, 3.29837)  0.001
C (3.21692, -2.00794, 4.57556)  0.000
F (2.50142, -3.11930, 4.34371)  0.000
C (4.38567, -2.15444, 5.28771)  0.000
F (4.78183, -3.37259, 5.71428)  0.000

* electronic energy: -96468.7289 eV
* gap between HOMO and LUMO (alpha / beta): 4.04 / 5.67 eV
* LUMO level (alpha / beta): 4.3 / 4.3 eV
* energy above the lowest of the compared OMol25 structures with the same formula, charge and spin: 41.01 kcal/mol
* total charge: -2
* HOMO level (alpha / beta): 0.0112 / -0.0500 Eh
* multiplicity: 3


3.
# H23O12

A 12-piece molecular cluster, H23O12 overall (ωB97M-V/def2-TZVPD, the OMol25 dataset).

Each line ends with the natural charge from an NBO analysis.
Geometry (Å):
O (0.07186, 1.40336, 1.92403)  -1.064
H (-0.43070, 1.38235, 2.76483)  0.478
H (-0.26952, 2.05339, 1.21521)  0.533
O (1.68226, 1.33219, -3.64606)  -0.959
H (1.77731, 0.92498, -2.76314)  0.497
H (0.87378, 1.71596, -3.62203)  0.457
O (0.72204, -4.52735, -0.13980)  -0.983
H (0.41270, -3.89982, 0.52613)  0.484
O (-0.96601, 2.51674, -0.13660)  -1.262
H (0.78914, -1.62488, 1.43108)  0.504
H (-1.31197, 3.18225, -0.54743)  0.429
O (-0.81685, -2.03666, 3.75860)  -1.000
H (-1.72379, -2.33845, 3.83115)  0.484
H (4.10052, -0.07867, 2.59936)  0.470
O (-1.20462, -1.51992, -3.95749)  -0.944
H (-1.85383, -1.89047, -3.39241)  0.450
H (0.85489, -4.05464, -0.96763)  0.472
O (0.34112, -2.45305, 1.41816)  -0.978
H (0.47678, -3.06995, 2.14904)  0.501
H (-1.39131, -0.49538, -3.60065)  0.492
O (-1.91485, -0.33970, 1.00318)  -1.013
H (-1.36270, 0.55087, 0.72525)  0.524
H (-1.80856, -1.04309, 0.38429)  0.461
O (0.90893, 0.98449, -0.87185)  -0.990
H (0.03156, 1.20531, -0.65577)  0.499
H (1.34924, 1.04125, -0.02045)  0.467
O (0.99330, 4.10143, -0.82187)  -1.010
H (1.39744, 3.25265, -1.01787)  0.480
H (0.05986, 3.91490, -0.41083)  0.490
O (-2.60495, 0.30879, -1.62127)  -0.967
H (-2.30869, 0.85702, -0.85263)  0.509
H (-2.72678, -0.50925, -1.25830)  0.446
O (3.71009, 0.21606, 1.70048)  -0.955
H (-0.58129, -1.40939, 3.04612)  0.511
H (2.72362, 0.34668, 1.82719)  0.485

* electronic energy: -24943.2500 eV
* gap between HOMO and LUMO: 8.68 eV
* LUMO level: 2.5 eV
* energy above the lowest of the compared OMol25 structures with the same formula, charge and spin: 109.73 kcal/mol
* total charge: -1
* HOMO level: -0.2276 Eh


4.
# C2H5NP2

One molecule with the formula C2H5NP2 (ωB97M-V/def2-TZVPD, the OMol25 dataset).

Each line ends with the natural charge from an NBO analysis.
Geometry (Å):
C (2.33086, -0.43153, -0.34278)  -0.710
C (0.90175, -0.31564, 0.00029)  -0.457
P (-0.64740, -0.18034, 0.25095)  0.480
P (-2.96735, -0.83093, -0.31423)  0.310
N (-3.52797, 0.64710, -0.01708)  -1.115
H (2.54118, -0.16133, -1.31314)  0.233
H (2.75439, 0.18805, 0.48055)  0.248
H (2.61432, -1.51836, -0.29084)  0.246
H (-3.34796, 1.39174, -0.77893)  0.390
H (-4.05316, 0.83622, 0.72686)  0.375

* SMILES: CC#P=PN
* electronic energy: -22218.6270 eV
* gap between HOMO and LUMO (alpha / beta): 6.42 / 6.42 eV
* LUMO level (alpha / beta): -0.6 / -0.6 eV
* energy above the lowest of the compared OMol25 structures with the same formula, charge and spin: 68.24 kcal/mol
* HOMO level (alpha / beta): -0.2562 / -0.2562 Eh